No. 1
{"formula": "C27H20BF4N6O6RuS6", "method": "the ωB97M-V functional and the def2-TZVPD basis", "spin_multiplicity": 6, "e_lumo_ev": [-1.624, -3.199], "symbols": ["Ru", "N", "S", "C", "C", "C", "C", "C", "C", "C", "C", "C", "C", "C", "C", "H", "H", "H", "H", "H", "H", "H", "H", "H", "H", "H", "O", "S", "O", "N", "C", "S", "C", "C", "C", "C", "C", "C", "H", "H", "H", "H", "F", "B", "F", "F", "F", "S", "C", "S", "C", "N", "N", "C", "C", "C", "C", "C", "C", "S", "H", "H", "H", "H", "H", "O", "N", "O", "N", "O", "O"], "positions_angstrom": [[-0.40, -1.57, 0.68], [-0.51, 0.35, 1.40], [-1.34, 1.65, 0.92], [-0.47, 2.96, 1.81], [0.08, 4.01, 1.10], [0.76, 5.01, 1.79], [0.88, 4.94, 3.17], [0.33, 3.88, 3.87], [-0.35, 2.88, 3.19], [-2.86, 1.69, 1.93], [-3.42, 0.51, 2.37], [-4.56, 0.57, 3.17], [-5.13, 1.80, 3.47], [-4.58, 2.97, 2.97], [-3.43, 2.92, 2.19], [-0.03, 0.48, 2.29], [-0.01, 4.06, 0.03], [1.20, 5.82, 1.24], [1.40, 5.72, 3.70], [0.42, 3.82, 4.94], [-0.79, 2.05, 3.74], [-2.99, -0.44, 2.11], [-4.99, -0.34, 3.54], [-6.01, 1.84, 4.08], [-5.04, 3.92, 3.18], [-2.99, 3.82, 1.81], [1.17, -5.53, 1.01], [1.75, -4.63, 1.96], [1.51, -4.84, 3.34], [1.35, -3.06, 1.46], [2.40, -2.42, 1.06], [2.19, -0.88, 0.39], [3.68, -3.12, 1.14], [4.94, -2.67, 0.77], [6.01, -3.53, 0.94], [5.83, -4.81, 1.46], [4.56, -5.27, 1.80], [3.51, -4.41, 1.63], [5.07, -1.68, 0.37], [7.00, -3.20, 0.67], [6.69, -5.45, 1.60], [4.40, -6.26, 2.19], [-1.39, -2.14, 2.73], [-0.69, -1.52, 3.86], [-1.27, -0.29, 4.10], [-0.71, -2.31, 4.93], [0.59, -1.28, 3.33], [0.89, -2.22, -5.13], [0.91, -0.89, -4.15], [1.66, -0.84, -2.59], [0.99, 0.81, -2.40], [0.34, 1.20, -3.45], [0.31, 0.30, -4.41], [-0.26, 0.68, -5.64], [-1.44, 1.42, -5.64], [-1.97, 1.85, -6.84], [-1.32, 1.56, -8.03], [-0.14, 0.83, -8.03], [0.39, 0.39, -6.83], [1.20, 1.74, -1.03], [-1.92, 1.63, -4.70], [-2.88, 2.42, -6.84], [-1.72, 1.92, -8.97], [0.37, 0.63, -8.95], [1.33, -0.15, -6.81], [-1.36, -4.03, 0.38], [-0.74, -3.19, -0.12], [-2.59, -0.78, -0.21], [-2.14, -0.52, -1.34], [-2.81, -0.05, -2.21], [-0.91, -0.73, -1.52]], "lowdin_spin": [2.457, 0.224, 0.043, 0.004, 0.002, 0.000, 0.001, 0.000, 0.001, 0.019, 0.001, 0.001, 0.000, 0.001, 0.003, 0.007, 0.000, 0.000, 0.000, 0.000, 0.000, 0.000, 0.000, 0.000, 0.000, 0.000, 0.000, 0.010, 0.004, 0.055, 0.024, 0.238, 0.005, 0.004, 0.000, -0.001, 0.001, 0.005, 0.004, 0.000, 0.000, 0.000, 0.052, 0.001, 0.003, 0.001, 0.007, 0.193, 0.000, -0.044, 0.023, 0.215, 0.125, 0.004, 0.010, -0.001, 0.011, -0.001, 0.011, 0.419, 0.000, 0.000, 0.001, 0.000, 0.001, 0.368, 0.344, 0.045, 0.000, 0.011, 0.085]}

***

No. 2
{"formula": "C27H20Br2Cl4F3N3O7SV", "method": "the ωB97M-V functional and the def2-TZVPD basis", "spin_multiplicity": 3, "e_lumo_ev": [1.991, 1.954], "charge": -1, "symbols": ["V", "C", "C", "C", "C", "C", "C", "Br", "C", "C", "Br", "C", "O", "C", "N", "H", "H", "H", "H", "H", "H", "Cl", "C", "C", "Cl", "C", "Cl", "C", "O", "C", "O", "C", "Cl", "F", "C", "F", "F", "S", "O", "O", "O", "C", "C", "N", "C", "C", "C", "O", "C", "C", "C", "C", "N", "C", "H", "H", "H", "H", "H", "H", "H", "H", "H", "H", "H", "H", "H", "H"], "positions_angstrom": [[0.13, 2.27, 0.19], [-2.36, -2.56, 0.21], [-3.26, -1.39, -0.04], [-4.67, -1.54, 0.01], [-5.47, -0.46, -0.23], [-4.89, 0.79, -0.50], [-5.61, 1.99, -0.72], [-7.51, 1.98, -0.71], [-4.97, 3.17, -0.94], [-3.56, 3.22, -0.95], [-2.69, 4.87, -1.24], [-2.79, 2.10, -0.75], [-1.49, 2.11, -0.78], [-3.47, 0.85, -0.53], [-2.70, -0.24, -0.31], [-2.78, -3.23, 0.96], [-1.40, -2.19, 0.57], [-2.19, -3.13, -0.71], [-5.10, -2.51, 0.24], [-6.55, -0.55, -0.19], [-5.53, 4.08, -1.11], [4.73, 6.85, -1.80], [3.88, 5.64, -0.90], [4.38, 5.19, 0.31], [5.86, 5.84, 0.94], [3.69, 4.21, 1.03], [4.28, 3.62, 2.54], [2.51, 3.67, 0.54], [1.78, 2.75, 1.15], [1.99, 4.13, -0.70], [0.86, 3.58, -1.09], [2.69, 5.10, -1.41], [2.03, 5.64, -2.91], [-2.38, 0.54, 3.95], [-2.44, 1.74, 3.35], [-2.91, 2.62, 4.23], [-3.30, 1.65, 2.34], [-0.76, 2.24, 2.78], [-0.04, 2.42, 4.00], [-0.98, 3.38, 1.91], [-0.33, 1.11, 1.92], [0.62, -5.07, -0.66], [0.96, -3.91, 0.27], [2.38, -3.62, 0.32], [3.25, -4.58, 1.00], [4.17, -5.31, 0.04], [2.94, -2.42, -0.02], [4.11, -2.16, 0.20], [2.08, -1.45, -0.78], [1.69, -1.71, -2.09], [0.95, -0.75, -2.77], [0.59, 0.41, -2.12], [0.96, 0.64, -0.85], [1.70, -0.25, -0.20], [-0.46, -5.24, -0.67], [1.10, -5.99, -0.33], [0.94, -4.85, -1.68], [0.62, -4.13, 1.28], [0.43, -3.01, -0.05], [2.60, -5.28, 1.53], [3.84, -4.04, 1.74], [3.60, -5.87, -0.71], [4.80, -6.02, 0.58], [4.82, -4.60, -0.47], [1.97, -2.64, -2.57], [0.65, -0.91, -3.80], [0.00, 1.18, -2.58], [2.00, 0.01, 0.81]], "lowdin_spin": [1.877, 0.000, 0.001, -0.001, 0.001, 0.000, 0.005, 0.001, -0.001, 0.006, 0.001, 0.001, 0.010, 0.001, -0.001, 0.000, 0.000, 0.000, 0.000, 0.000, 0.000, 0.000, 0.001, 0.005, 0.001, 0.002, 0.000, 0.002, 0.010, 0.000, 0.029, 0.005, 0.001, 0.000, 0.001, 0.000, 0.000, 0.003, 0.000, 0.009, 0.008, 0.000, 0.000, 0.000, 0.000, 0.000, 0.000, 0.000, -0.001, 0.007, -0.001, 0.008, 0.000, 0.007, 0.000, 0.000, 0.000, 0.000, 0.000, 0.000, 0.000, 0.000, 0.000, 0.000, 0.000, 0.000, 0.001, 0.000]}

***

No. 3
{"formula": "C27H20BrFN2Ni", "method": "the ωB97M-V functional and the def2-TZVPD basis", "e_lumo_ev": [-0.863, -0.856], "symbols": ["Ni", "Br", "C", "C", "C", "C", "C", "C", "N", "C", "C", "C", "C", "C", "C", "N", "H", "H", "H", "H", "H", "H", "H", "H", "H", "F", "C", "C", "C", "C", "C", "C", "C", "H", "H", "H", "H", "H", "H", "C", "C", "C", "C", "C", "C", "C", "C", "H", "H", "H", "H", "H"], "positions_angstrom": [[-0.29, 0.39, -1.12], [6.68, 2.33, 0.19], [4.80, 2.19, 0.17], [4.03, 3.28, 0.56], [2.65, 3.18, 0.54], [2.04, 2.00, 0.13], [2.82, 0.92, -0.26], [4.20, 1.01, -0.24], [0.63, 1.80, 0.08], [-0.19, 2.54, 0.70], [-1.64, 2.25, 0.62], [-2.55, 2.97, 1.36], [-3.89, 2.62, 1.29], [-4.25, 1.55, 0.49], [-3.26, 0.87, -0.21], [-1.99, 1.23, -0.16], [4.51, 4.20, 0.87], [2.06, 4.04, 0.83], [2.32, 0.00, -0.55], [4.81, 0.17, -0.54], [0.13, 3.37, 1.34], [-2.22, 3.79, 1.99], [-4.64, 3.16, 1.85], [-5.28, 1.22, 0.42], [-3.49, 0.02, -0.83], [-1.70, -3.53, -4.34], [-1.35, -2.28, -3.98], [-2.36, -1.33, -3.84], [-2.02, -0.05, -3.46], [-0.67, 0.33, -3.25], [-0.30, 1.61, -2.67], [0.31, -0.68, -3.39], [-0.03, -1.98, -3.76], [-3.39, -1.61, -4.01], [-2.79, 0.70, -3.34], [-1.05, 2.39, -2.72], [0.70, 1.96, -2.89], [1.35, -0.42, -3.25], [0.72, -2.75, -3.86], [-0.09, -1.11, 0.07], [0.07, -1.80, 1.06], [0.23, -2.69, 2.19], [0.91, -2.27, 3.33], [1.07, -3.11, 4.42], [0.55, -4.40, 4.38], [-0.12, -4.83, 3.24], [-0.28, -3.99, 2.16], [1.31, -1.26, 3.36], [1.60, -2.77, 5.30], [0.67, -5.07, 5.23], [-0.52, -5.84, 3.20], [-0.80, -4.32, 1.27]], "mulliken_charge": [-0.236, -0.190, 0.130, -0.806, -0.540, 0.516, -0.031, -0.809, 0.677, 0.052, 0.152, -0.854, -0.378, -0.799, -0.241, 0.382, 0.405, 0.323, 0.342, 0.441, 0.291, 0.436, 0.422, 0.406, 0.552, -0.346, 0.490, -0.729, -0.607, 0.138, -0.759, -0.143, -0.791, 0.445, 0.493, 0.349, 0.377, 0.465, 0.444, -0.830, 0.232, 0.405, -0.370, -0.471, -0.458, -0.427, -0.514, 0.423, 0.368, 0.374, 0.370, 0.431]}

***

No. 4
{"formula": "C27H20Cl2CsN4O4", "method": "the ωB97M-V functional and the def2-TZVPD basis", "e_lumo_ev": 2.294, "charge": -1, "symbols": ["Cs", "O", "C", "C", "C", "C", "C", "C", "C", "O", "N", "N", "C", "C", "C", "C", "C", "C", "N", "H", "H", "H", "H", "H", "H", "H", "H", "H", "H", "Cl", "C", "C", "C", "C", "C", "Cl", "C", "N", "C", "C", "C", "C", "C", "C", "C", "C", "O", "O", "H", "H", "H", "H", "H", "H", "H", "H", "H", "H"], "positions_angstrom": [[0.39, 0.45, 1.05], [-4.03, 2.18, 1.15], [-3.93, 3.55, 1.12], [-5.12, 4.29, 1.13], [-5.10, 5.68, 1.11], [-3.87, 6.34, 1.07], [-2.71, 5.59, 1.07], [-2.69, 4.19, 1.09], [-1.36, 3.46, 1.08], [-1.39, 2.21, 1.02], [-0.30, 4.27, 1.14], [0.85, 3.52, 1.13], [1.94, 4.17, 1.17], [3.26, 3.46, 1.16], [4.43, 4.22, 1.18], [5.65, 3.59, 1.17], [5.69, 2.20, 1.14], [4.48, 1.52, 1.13], [3.30, 2.13, 1.13], [-4.98, 1.99, 1.19], [-6.07, 3.77, 1.16], [-6.03, 6.23, 1.12], [-3.83, 7.42, 1.05], [-1.75, 6.08, 1.05], [1.93, 5.26, 1.19], [4.36, 5.31, 1.21], [6.57, 4.16, 1.19], [6.63, 1.66, 1.13], [4.45, 0.44, 1.11], [-3.20, -5.56, -0.46], [-2.81, -4.11, -1.36], [-3.80, -3.59, -2.18], [-3.53, -2.45, -2.92], [-2.28, -1.84, -2.84], [-1.32, -2.39, -2.01], [0.24, -1.62, -1.95], [-1.56, -3.54, -1.23], [-0.58, -4.05, -0.34], [0.61, -4.53, -0.89], [0.63, -5.11, -2.15], [1.83, -5.54, -2.70], [3.02, -5.40, -2.00], [2.98, -4.84, -0.73], [1.79, -4.41, -0.15], [1.77, -3.84, 1.25], [1.36, -2.36, 1.36], [2.24, -1.50, 1.15], [0.14, -2.14, 1.65], [-4.76, -4.07, -2.23], [-4.29, -2.03, -3.55], [-2.05, -0.95, -3.41], [-0.48, -3.44, 0.49], [-0.29, -5.22, -2.71], [1.83, -5.99, -3.69], [3.96, -5.72, -2.42], [3.89, -4.72, -0.15], [2.78, -3.92, 1.66], [1.09, -4.44, 1.86]], "mulliken_charge": [1.098, -0.416, 0.990, -0.968, -0.398, -0.848, -0.185, -0.016, 0.526, -0.804, -0.819, 0.398, -0.670, 0.698, -0.807, -0.213, -0.763, -0.131, -0.065, 0.257, 0.241, 0.361, 0.358, 0.423, 0.222, 0.311, 0.401, 0.363, 0.477, -0.229, 0.640, -0.605, -0.304, -0.886, 1.290, -0.175, -1.366, 0.064, 0.550, -0.515, -0.647, -0.728, -0.635, 0.703, -1.379, 1.008, -0.766, -0.976, 0.417, 0.361, 0.431, 0.407, 0.435, 0.366, 0.363, 0.334, 0.494, 0.320]}